Run A
{
  "formula": "C5H3N",
  "method": "wB97M-V/def2-TZVPD",
  "elements": ["N", "C", "C", "C", "H", "H", "C", "C", "H"],
  "positions_angstrom": [[-1.34, 2.26, 0.56], [0.69, -1.09, 2.18], [-0.14, 0.61, -1.10], [0.36, -0.83, 0.99], [-0.63, 0.49, -1.98], [0.94, 0.97, -1.25], [-0.81, 1.50, -0.16], [-0.17, -0.46, -0.16], [1.09, -1.59, 3.01]],
  "orbital_gap_ev": [6.967, 6.926]
}



Run B
{
  "formula": "C5H3N",
  "method": "wB97M-V/def2-TZVPD",
  "elements": ["N", "C", "H", "C", "C", "H", "H", "C", "C"],
  "positions_angstrom": [[2.48, 0.18, 0.08], [-0.93, 0.76, 0.04], [0.67, -2.45, -0.22], [-0.92, -0.66, -0.27], [-0.77, 1.99, 0.31], [-0.50, 3.04, 0.81], [-1.84, -1.11, -0.56], [1.50, -0.48, 0.05], [0.30, -1.28, -0.25]],
  "orbital_gap_ev": 9.191
}



Most stable one: run B, least stable one: run A.



Run A
{
  "formula": "C5H3N",
  "method": "wB97M-V/def2-TZVPD",
  "elements": ["N", "C", "C", "C", "C", "H", "H", "C", "H"],
  "positions_angstrom": [[-3.30, 0.17, 0.01], [-2.05, -0.09, 0.05], [2.29, 0.46, 0.00], [-4.44, 0.30, -0.07], [1.46, -0.52, -0.04], [2.07, 1.46, 0.28], [1.49, -1.60, -0.17], [-0.81, -0.39, 0.03], [3.29, 0.22, -0.09]],
  "orbital_gap_ev": [8.762, 8.762]
}



Run B
{
  "formula": "C5H3N",
  "method": "wB97M-V/def2-TZVPD",
  "elements": ["N", "H", "C", "H", "C", "C", "H", "C", "C"],
  "positions_angstrom": [[3.34, -0.23, 0.23], [2.69, 1.60, -0.59], [2.44, -0.97, -0.34], [-1.64, -0.24, -1.01], [-0.02, -0.19, 0.13], [-1.24, -0.55, 0.02], [-2.05, -1.06, 0.69], [2.41, 0.77, -0.02], [1.23, 0.03, 0.00]],
  "orbital_gap_ev": [8.681, 8.680]
}



Run C
{
  "formula": "C5H3N",
  "method": "wB97M-V/def2-TZVPD",
  "elements": ["C", "C", "H", "H", "H", "N", "C", "C", "C"],
  "positions_angstrom": [[0.54, 1.81, 0.71], [-1.80, -0.67, -0.16], [0.10, 2.71, 0.98], [-2.55, -0.34, 0.50], [-0.20, -1.36, -1.56], [2.18, -1.43, -0.13], [1.62, -0.45, 0.11], [-0.92, -1.01, -0.88], [1.03, 0.74, 0.44]],
  "orbital_gap_ev": 11.002
}



Run D
{
  "formula": "C5H3N",
  "method": "wB97M-V/def2-TZVPD",
  "elements": ["H", "C", "N", "H", "C", "C", "C", "C", "H"],
  "positions_angstrom": [[0.77, 0.31, -1.33], [-0.64, 0.99, 0.05], [-1.57, 1.62, 0.29], [1.10, -0.95, 1.29], [-1.75, -1.32, -0.09], [0.66, 0.48, -0.30], [0.56, -0.84, 0.33], [-0.51, -1.55, -0.16], [1.38, 1.26, -0.07]],
  "orbital_gap_ev": [8.629, 8.631]
}



Most stable one: run C, least stable one: run A.